{"formula": "C20H23ClN2OPV", "method": "wB97M-V/def2-TZVPD", "spin_multiplicity": 3, "homo_energy_ev": [-14.695, -14.690], "e_lumo_ev": [-8.84, -7.91], "total_charge": 2, "s2": 2.0502, "gap_ha": [0.2151, 0.2490], "species": ["C", "P", "H", "H", "C", "C", "C", "C", "C", "O", "H", "H", "H", "N", "H", "C", "H", "H", "C", "C", "C", "H", "V", "C", "H", "H", "C", "C", "H", "C", "N", "H", "H", "C", "H", "H", "C", "H", "C", "H", "C", "H", "H", "C", "H", "H", "Cl", "H", "C"], "xyz": [[3.9235, 0.5236, 1.6656], [-0.1507, -0.5772, -0.1602], [2.5222, -1.7193, 3.0751], [5.5610, 1.6796, 2.1920], [-0.5433, 2.0299, -1.1888], [-3.9069, 0.3568, 2.3369], [-2.8128, 0.2023, 0.1903], [-0.8060, -1.8913, -1.2746], [2.3992, -0.6322, 3.2298], [3.2593, 0.0567, 0.6898], [2.0374, -0.0294, -2.0048], [0.9788, 3.7422, -3.7054], [-0.9811, 3.9250, -2.1393], [4.9046, 1.4654, 1.4437], [2.1372, -0.4822, 4.2866], [0.7736, 2.9635, -2.9767], [-1.5157, -2.5000, -4.5289], [-1.3559, 2.1262, -0.4806], [-1.6115, -3.9793, -2.9518], [0.2214, 0.8565, -1.2248], [-0.9901, -1.6565, -2.6397], [-4.9005, 0.7189, 0.4282], [1.7586, -1.3544, 0.9907], [1.3678, 0.8255, -2.0392], [4.1894, 0.5819, 3.7145], [-0.8205, -0.6667, -3.0572], [-1.3842, -2.7035, -3.4707], [-1.4423, -4.2194, -1.5906], [-1.6082, -5.2182, -1.1859], [-0.3097, 3.0621, -2.0970], [3.6468, 0.1523, 2.9474], [-4.7896, 0.5037, 2.9565], [-0.6109, -0.3635, 2.7387], [-1.5506, -0.1526, 2.2340], [-1.9482, -4.7956, -3.5834], [2.5072, 1.7850, -3.5851], [-2.7037, 0.0588, 2.9884], [5.1146, 1.6913, 0.4716], [-3.9693, 0.4432, 0.9374], [1.4666, -0.3317, 2.6757], [-1.0539, -3.1741, -0.7616], [-1.3308, 5.6994, 1.3622], [-2.8616, 0.2659, -0.8958], [1.6399, 1.8657, -2.9215], [-0.8638, -3.3714, 0.2868], [-2.6618, 0.0042, 4.0828], [1.5842, -3.5834, 0.9304], [-0.9116, 5.9140, 0.7788], [-1.5979, -0.0973, 0.8296]], "forces_ev_per_angstrom": [[1.592, 1.623, 0.444], [-2.647, 0.799, -1.595], [0.407, -0.029, 0.295], [-0.199, 0.145, -0.546], [-0.327, -0.074, -0.120], [0.223, -0.147, 0.082], [-0.151, -0.004, 0.050], [0.531, -0.343, 0.104], [1.237, 0.349, 0.265], [-1.209, -1.200, 0.468], [-0.055, -0.031, -0.135], [-0.149, -0.023, 0.149], [0.335, -0.318, 0.135], [-1.474, -1.797, 0.328], [-0.070, -0.209, -0.415], [0.106, -0.117, 0.077], [-0.031, -0.114, 0.135], [-0.006, 0.004, -0.097], [-0.065, 0.208, 0.027], [0.965, 0.393, 0.372], [0.189, 0.045, -0.052], [0.425, -0.226, 0.275], [1.677, -1.098, -0.466], [-0.226, -0.087, -0.129], [-0.826, -0.509, -0.553], [0.008, -0.205, 0.010], [-0.162, 0.014, 0.087], [-0.072, 0.292, 0.112], [0.024, 0.332, -0.054], [0.325, -0.187, -0.213], [-0.948, -0.123, -0.476], [0.089, 0.051, -0.301], [-0.130, -0.063, 0.051], [-0.282, 0.067, -0.412], [0.161, 0.186, -0.081], [-0.377, 0.173, 0.278], [-0.019, 0.130, -0.136], [0.099, -0.103, 0.554], [0.401, 0.062, 0.249], [0.359, 0.879, 0.350], [0.221, 0.016, 0.062], [0.154, 0.075, -0.224], [0.006, -0.134, 0.189], [-0.124, -0.193, 0.094], [-0.304, -0.022, -0.089], [-0.069, 0.019, -0.532], [0.547, 1.824, 0.319], [-0.153, -0.084, 0.219], [-0.006, -0.245, 0.843]]}

{"formula": "C20H23ClN2W", "method": "wB97M-V/def2-TZVPD", "spin_multiplicity": 3, "homo_energy_ev": [-14.799, -14.799], "e_lumo_ev": [-8.20, -8.87], "total_charge": 2, "s2": 2.0181, "gap_ha": [0.2426, 0.2180], "species": ["H", "C", "H", "H", "H", "H", "C", "H", "W", "C", "H", "C", "C", "H", "C", "H", "Cl", "H", "C", "C", "C", "C", "C", "H", "C", "H", "C", "H", "C", "C", "C", "C", "H", "H", "H", "H", "H", "H", "H", "C", "H", "H", "C", "N", "N", "H", "C"], "xyz": [[-4.8520, 4.4172, -3.2377], [-1.2020, 0.4212, 2.0230], [-3.2675, 4.1957, -6.6621], [1.5126, 2.0438, 1.8825], [-0.8562, 1.0414, 2.8492], [0.6148, 3.0849, -0.4629], [-4.2023, 4.6415, -4.0888], [-3.3895, 5.2914, -3.7513], [0.0651, 0.0194, 0.2975], [-2.4233, -0.3703, 0.2135], [-1.8919, 4.3134, -5.5607], [1.9944, -1.8317, 3.3266], [1.5657, 1.5837, 0.8957], [-4.7878, 5.1881, -4.8255], [1.3071, -1.0903, 2.3972], [-5.4458, 2.1885, -4.3137], [-2.6816, 2.4802, -3.4320], [0.9430, -0.0594, 2.7212], [-1.0967, -1.0281, 1.9720], [2.7540, -2.9463, 2.9094], [-2.0583, 0.8116, 0.9385], [-4.7903, 2.4334, -5.1547], [1.0829, 2.1099, -0.3600], [1.4487, 1.4374, -2.4838], [-2.7183, 3.6723, -5.8816], [-1.8850, -2.5563, 0.5603], [2.3543, 0.2282, -0.8465], [-5.3900, 2.9263, -5.9175], [1.5691, 1.2704, -1.4179], [3.4535, -3.7654, 3.8560], [-1.8070, -1.5009, 0.8294], [-3.6539, 3.3573, -4.7131], [-3.1366, -0.4194, -0.6040], [-2.4811, 1.8086, 0.8276], [3.5619, -3.9215, 1.1476], [-4.3979, 1.5046, -5.5794], [2.8590, -0.5915, -1.3599], [-2.3071, 2.7550, -6.3134], [-0.6925, -1.6584, 2.7542], [2.8330, -3.1631, 1.5117], [1.9982, -1.4572, 4.3484], [2.3193, -2.5000, -0.4898], [2.0792, -2.4524, 0.6014], [1.2176, -1.5200, 1.1004], [4.0657, -4.4232, 4.5865], [3.0660, -0.0200, 1.2761], [2.4313, 0.4813, 0.5630]], "forces_ev_per_angstrom": [[0.093, 0.021, -0.107], [-1.183, -0.949, 0.875], [-0.121, 0.030, 0.006], [-0.029, 0.045, -0.440], [-0.227, -0.063, -0.305], [-0.272, -0.395, -0.121], [0.239, -0.221, 0.300], [-0.101, -0.095, -0.038], [1.458, 0.041, -2.336], [0.362, 0.253, 0.128], [-0.107, -0.092, -0.030], [0.447, 0.137, 0.301], [1.396, 0.071, -0.551], [-0.022, -0.032, -0.118], [1.453, -0.873, 0.872], [0.096, 0.030, -0.103], [0.150, -0.130, 0.200], [0.350, -1.992, -0.575], [-2.071, 1.055, 0.138], [-0.846, 0.545, -0.827], [-0.168, -0.489, 0.183], [0.248, -0.208, 0.308], [-0.101, -0.424, 0.052], [-0.335, -0.092, 0.215], [0.230, -0.220, 0.316], [-0.049, 0.484, -0.135], [-0.690, 0.637, 0.534], [0.017, 0.116, -0.047], [-0.272, -0.097, 0.577], [0.772, -0.510, 0.378], [0.208, 0.671, 0.276], [-0.550, 0.494, -0.706], [0.416, 0.148, -0.125], [0.348, -0.213, -0.365], [-0.732, 0.634, 0.233], [-0.044, 0.123, 0.070], [-0.197, 0.503, 0.000], [-0.052, 0.117, 0.072], [-0.125, 0.158, -0.407], [1.264, -1.404, 0.404], [0.167, -0.354, -0.094], [-1.015, -0.256, 1.103], [-0.139, 0.698, 0.729], [1.019, 0.054, 0.485], [-0.719, 0.682, -0.705], [-0.048, -0.085, -0.157], [-0.520, 1.445, -0.462]]}

Calculated total energy list, top to bottom, in eV: -73624.83912 -38421.77307
Energy above the lowest of the compared OMol25 structures with the same formula, charge and spin list, top to bottom, in kcal per mole: 3.7 49.0